(1)
Computed, not measured: C25H50O2 in the gas phase, with the ωB97M-V functional and the def2-TZVPD basis.

Geometry as XYZ:
```
77
C25H50O2 (the ωB97M-V functional and the def2-TZVPD basis)
C -5.97132 -2.12105 0.36091
C -6.01676 -0.61262 0.13504
C -5.56789 -0.24973 -1.27958
C -5.59424 1.25497 -1.55424
C -4.50148 2.04904 -0.83547
C -3.10317 1.76212 -1.37970
C -2.01770 2.63283 -0.74497
C -1.78617 2.32516 0.73360
C -0.62551 3.11806 1.33793
C 0.74652 2.61886 0.89042
C 1.87745 3.41280 1.54268
C 3.26320 2.84140 1.23900
C 3.69576 3.05298 -0.21030
C 5.09518 2.51023 -0.50941
C 5.26077 1.00431 -0.29235
C 4.33458 0.15768 -1.16183
C 4.49704 -1.33498 -0.88448
C 3.55590 -2.17574 -1.74819
C 3.47034 -3.64422 -1.30831
C 2.23276 -3.95749 -0.46384
C 2.21987 -3.24502 0.88651
C 1.04527 -3.65608 1.77576
C -0.33534 -3.30071 1.22295
C -0.53344 -1.78924 1.03845
C -1.94937 -1.54331 0.59311
O -2.33787 -1.58736 -0.54527
O -2.76770 -1.29904 1.61939
H -6.18700 -2.36969 1.39856
H -6.70841 -2.61679 -0.26692
H -4.99427 -2.52257 0.09673
H -5.38093 -0.10611 0.86680
H -7.03599 -0.25311 0.29750
H -4.56422 -0.63997 -1.45207
H -6.23572 -0.74446 -1.98899
H -5.48867 1.41661 -2.62963
H -6.57063 1.64822 -1.25761
H -4.53794 1.83430 0.23290
H -4.71100 3.11508 -0.95954
H -2.84719 0.71318 -1.22805
H -3.10842 1.94396 -2.45750
H -1.08840 2.47005 -1.29398
H -2.28628 3.68686 -0.85388
H -1.59153 1.25665 0.85371
H -2.69261 2.56277 1.29354
H -0.68135 3.04772 2.42752
H -0.73267 4.17221 1.07159
H 0.84640 1.56406 1.16012
H 0.82589 2.69529 -0.19401
H 1.82970 4.45247 1.21061
H 1.72713 3.40671 2.62559
H 3.99631 3.31810 1.89476
H 3.25504 1.77528 1.47103
H 3.69167 4.12505 -0.42404
H 2.97671 2.58684 -0.88364
H 5.81773 3.03115 0.12421
H 5.34060 2.74372 -1.54861
H 6.29683 0.73719 -0.51614
H 5.08764 0.76432 0.75837
H 3.29672 0.43255 -0.96630
H 4.53894 0.36008 -2.21582
H 4.29796 -1.52052 0.17211
H 5.52951 -1.63507 -1.07892
H 2.55586 -1.73692 -1.72578
H 3.90246 -2.12202 -2.78241
H 3.43703 -4.28309 -2.19348
H 4.37036 -3.91066 -0.74998
H 1.34579 -3.68029 -1.03630
H 2.19140 -5.03632 -0.29135
H 3.14546 -3.48378 1.41686
H 2.19605 -2.16637 0.73473
H 1.16374 -3.17955 2.75223
H 1.08027 -4.73715 1.93070
H -1.09080 -3.66801 1.92194
H -0.49795 -3.79966 0.26683
H -0.35634 -1.27327 1.98222
H 0.14084 -1.41387 0.26952
H -3.68244 -1.18504 1.30647
```

Values from the calculation:
Electronic energy: -30833.28761 eV
Frontier orbital gap: 11.246 eV
Total charge: 0
SMILES string: CCCCCCCCCCCCCCCCCCCCCCCCC(=O)O
ΔE to the lowest compared entry with this formula, charge and spin: 16.4 kJ/mol


(2)
Computed, not measured: a molecular structure, C25H51F5O16Si2, with the ωB97M-V functional and the def2-TZVPD basis.

Geometry as XYZ:
```
99
C25H51F5O16Si2 (the ωB97M-V functional and the def2-TZVPD basis)
F 2.45516 4.19893 -3.60598
C 1.26728 3.62473 -3.82727
F 0.59400 4.36387 -4.71158
F 1.48521 2.41803 -4.38373
C 0.46457 3.46194 -2.50154
F -0.82022 3.80061 -2.74736
F 0.94036 4.40392 -1.64308
C 0.52047 2.08876 -1.88275
C -0.22739 1.97705 -0.55365
C 0.29525 2.76879 0.65574
Si 2.11181 2.64607 1.01304
O 2.42817 1.03825 1.27909
Si 3.83266 0.30684 0.84814
H 0.06090 1.41162 -2.60557
H 1.57062 1.79273 -1.79791
H -1.27485 2.23415 -0.72722
H -0.21899 0.91393 -0.29874
H 0.03076 3.82974 0.59610
H -0.22471 2.38461 1.54088
H 2.47328 3.44267 2.20595
H 2.94888 3.10097 -0.12514
H 4.90716 1.32237 0.86478
H 3.71177 -0.22135 -0.52991
H 4.14952 -0.79862 1.77258
C 0.41159 -1.51276 1.96834
C 0.35157 -2.21439 0.63361
O -0.60448 -3.29468 0.61187
C -1.87092 -2.92103 0.44584
O -2.27294 -1.79261 0.31845
O -2.62929 -4.02006 0.41901
C -4.02968 -3.76817 0.24381
H 0.62993 -2.21877 2.77064
H 1.19628 -0.76338 1.92768
H -0.53103 -1.01364 2.19173
H 1.29674 -2.69790 0.39125
H 0.09687 -1.51928 -0.16753
H -4.19955 -3.16012 -0.64251
H -4.43347 -3.25297 1.11364
H -4.48418 -4.74817 0.13659
C -0.44422 7.18535 -0.65705
C 0.42848 8.00911 0.26049
O -0.36637 8.80145 1.16850
C -0.83084 8.13628 2.22371
O -0.58502 6.98511 2.49864
O -1.60607 8.95204 2.93496
C -2.19773 8.34368 4.09063
H -1.13272 7.82647 -1.20847
H 0.17872 6.64869 -1.37475
H -1.01903 6.45682 -0.08646
H 1.01943 8.73859 -0.28895
H 1.09527 7.37903 0.84772
H -1.43831 7.87131 4.70935
H -2.92893 7.59764 3.78745
H -2.68545 9.14759 4.63244
C -2.09678 -5.22356 -3.04337
C -0.80087 -4.75729 -2.42161
O 0.29803 -4.81670 -3.35831
C 0.36622 -3.80439 -4.21438
O -0.38323 -2.86138 -4.27226
O 1.42265 -3.99437 -5.00816
C 1.58283 -3.00300 -6.03120
H -1.98183 -6.22689 -3.45454
H -2.87060 -5.25188 -2.27547
H -2.41557 -4.54706 -3.83498
H -0.49279 -5.40980 -1.60804
H -0.88101 -3.74020 -2.04249
H 1.57687 -2.00475 -5.59976
H 0.78107 -3.08297 -6.76324
H 2.54210 -3.22072 -6.49027
C -4.70411 2.44157 7.16658
C -3.33258 2.28259 6.55155
O -3.37674 2.41127 5.11595
C -3.41205 3.66081 4.65652
O -3.34692 4.66436 5.32292
O -3.43899 3.61830 3.32546
C -3.39492 4.90850 2.70268
H -5.40450 1.73305 6.72385
H -4.64814 2.24604 8.23814
H -5.07737 3.45380 7.02030
H -2.93513 1.28232 6.71064
H -2.63022 3.01508 6.94734
H -2.53483 5.47178 3.05672
H -4.31434 5.45506 2.91135
H -3.30469 4.71919 1.63705
C 3.28066 -6.30971 -3.25678
C 3.81283 -7.60684 -3.81308
O 4.73033 -8.24307 -2.89667
C 4.16446 -8.93027 -1.90899
O 2.98532 -9.13148 -1.76030
O 5.13433 -9.45656 -1.15713
C 4.66968 -10.27977 -0.08234
H 4.10118 -5.63962 -2.99694
H 2.62457 -5.81515 -3.97193
H 2.68313 -6.49592 -2.36358
H 4.41037 -7.44969 -4.70895
H 3.00767 -8.30455 -4.04026
H 4.00550 -11.05694 -0.45469
H 4.13715 -9.67928 0.65360
H 5.56494 -10.71175 0.35355
```

Values from the calculation:
Electronic energy: -88858.71464 eV
Frontier orbital gap: 11.198 eV
Total charge: 0
ΔE to the lowest compared entry with this formula, charge and spin: 0.0 kJ/mol